Entry 1:
22
Properties=species:S:1:pos:R:3:forces:R:3:lowdin_charge:R:1 method="wB97M-V/def2-TZVPD" homo_energy_ev=-3.3 charge=-1
C -2.082 -0.040 1.519 0.9480 0.2315 -2.2294 -0.14
N -1.435 1.241 1.168 -0.7098 1.0338 2.2439 -0.13
C -0.084 0.978 0.736 2.1714 0.5828 1.1386 -0.48
C -0.051 0.078 -0.473 2.5003 0.5214 -1.3876 -0.14
C 1.195 -1.038 -0.697 0.0532 1.5719 2.5745 -0.48
O 0.752 -2.148 -1.188 -0.4610 -0.9821 -0.6140 -0.30
C 0.671 2.365 0.682 -0.9236 0.1928 -1.5830 -0.07
H -3.042 0.127 1.866 -1.9197 0.4777 1.1794 0.04
H -1.473 -0.591 2.209 0.2228 -0.6928 0.4688 0.07
H -2.256 -0.634 0.572 0.4200 0.5298 1.2853 0.09
H -1.368 1.886 2.060 -0.3332 -1.8007 -2.1836 0.14
H 0.503 0.440 1.528 -0.5255 -0.0609 -0.0973 0.12
H -0.958 -0.501 -0.551 0.0899 0.0284 -0.5482 0.06
H 0.171 0.763 -1.337 -1.0213 -0.7131 0.2776 0.10
H 1.896 -0.470 -1.369 0.2238 -0.1737 0.4481 0.07
H 1.772 -1.237 0.401 -0.9219 0.9486 -1.7503 0.10
H 1.286 2.532 -0.213 -0.1660 -0.4939 -0.0614 0.06
H 1.349 2.539 1.485 0.3805 -0.1359 0.9827 0.04
H -0.038 3.222 0.656 0.1108 -0.5946 0.1272 0.07
H 1.403 -2.904 -2.394 -0.1411 -0.6730 0.5117 -0.03
H 0.494 -3.045 -3.496 1.4484 -1.4491 0.3084 0.03
O 1.295 -3.564 -3.161 -1.4458 1.6512 -1.0915 -0.21

=====

Entry 2:
22
Properties=species:S:1:pos:R:3:forces:R:3:lowdin_charge:R:1 method="wB97M-V/def2-TZVPD" homo_energy_ev=-3.4 charge=-1
C -2.335 2.324 0.753 -0.3840 -0.2613 1.5685 -0.11
C -1.974 0.850 0.972 1.6814 0.3690 -1.2551 -0.29
N -1.759 0.199 -0.352 0.3360 -0.3392 1.0747 -0.08
C -0.120 -1.674 0.496 -0.0338 0.4230 0.0835 -0.07
C -0.435 -0.496 -0.432 0.2012 0.9982 -1.5903 -0.39
C 0.770 0.547 -0.590 -0.1905 -2.5280 -1.6473 -0.37
O 1.877 -0.150 -1.018 0.0912 0.3797 0.8517 -0.30
H -2.138 2.922 1.652 -0.1339 -0.2363 0.1623 0.06
H -3.409 2.384 0.599 -0.0137 0.4261 -0.6691 0.06
H -1.701 2.806 0.018 -0.2018 -0.1748 -0.6040 0.06
H -2.748 0.269 1.478 0.1945 0.3462 0.4407 0.09
H -0.977 0.845 1.484 -0.9932 -0.2992 0.2013 0.11
H -1.602 0.931 -1.036 -0.3690 0.1317 0.0344 0.06
H 0.789 -1.583 1.083 0.4552 0.5481 -0.2845 0.06
H -0.859 -1.845 1.286 -0.4692 -0.4224 -0.6111 0.06
H 0.091 -2.483 -0.205 -0.4248 -0.5395 0.7040 0.07
H -0.529 -0.907 -1.471 0.5393 0.1056 0.8100 0.12
H 0.492 1.106 -1.507 -0.5401 0.9825 0.7103 0.09
H 0.955 1.130 0.311 -0.2458 0.5548 0.2938 0.09
H 2.695 -0.762 -0.150 0.9147 -1.0371 -1.0481 -0.01
H 3.271 -2.233 -0.593 0.1495 0.7027 0.5033 -0.03
O 3.527 -1.532 0.039 -0.5630 -0.1297 0.2707 -0.31

=====

Entry 3:
22
Properties=species:S:1:pos:R:3:forces:R:3:lowdin_charge:R:1 method="wB97M-V/def2-TZVPD" homo_energy_ev="-8.2 / -8.2" multiplicity=2
C -1.315 1.304 1.407 1.1880 0.1894 0.2174 -0.08
N -0.257 0.849 0.511 0.1780 0.6789 0.9572 -0.24
C -0.116 1.720 -0.639 -0.6550 -0.5045 1.1086 -0.09
C -0.618 -1.187 -0.865 -0.3698 -0.8001 0.7569 -0.06
C 0.121 -0.536 0.313 0.3850 0.4308 -1.0187 -0.36
C 0.271 -1.418 1.580 0.1558 0.6280 -1.1478 -0.27
O -0.587 -1.270 2.597 -0.1645 -0.4444 0.2346 0.04
H -2.314 1.279 0.966 -0.2380 -0.2085 0.2473 0.09
H -1.067 2.333 1.691 -0.2369 0.1807 -0.4830 0.08
H -1.190 0.823 2.366 -0.7317 -0.5467 -0.0653 0.06
H -0.942 1.616 -1.319 -0.3128 -0.5417 -1.0819 0.08
H -0.279 2.746 -0.328 0.8237 0.2953 0.2792 0.08
H 0.845 1.506 -1.072 0.3061 0.4325 -0.6337 0.07
H -0.170 -2.154 -1.115 -0.0833 -0.0854 0.1304 0.08
H -1.660 -1.354 -0.587 -0.1315 -0.0456 -0.2458 0.09
H -0.562 -0.600 -1.769 -0.0568 0.3686 -0.1107 0.06
H 1.158 -0.497 -0.064 0.0965 0.1290 0.2070 0.11
H 0.316 -2.460 1.219 -0.2146 -0.2428 0.2881 0.14
H 1.300 -1.286 1.949 0.0426 0.1096 0.3911 0.14
H 2.110 -1.197 -2.361 0.1831 -0.0150 -0.3630 0.03
H 2.373 0.174 -1.861 0.2539 0.1639 -0.2892 0.01
O 2.581 -0.390 -2.619 -0.4177 -0.1718 0.6215 -0.06

=====

Entry 4:
22
Properties=species:S:1:pos:R:3:forces:R:3:lowdin_charge:R:1 method="wB97M-V/def2-TZVPD" homo_energy_ev=-14.4 smiles=C[NH2+]C(C)(OC)OC charge=+1
C 1.589 1.411 0.921 0.7816 1.0655 -1.3021 0.03
N 0.248 1.424 0.194 -0.7146 0.6405 1.3182 0.08
C -0.290 0.108 -0.351 1.6348 -3.5861 -2.7790 -0.49
C 0.207 0.026 -1.935 -1.2988 -2.1594 3.4713 0.08
O -1.627 0.042 -0.510 -0.0902 0.1439 -0.6967 -0.09
C -2.380 0.502 0.556 -1.7047 0.7509 0.4980 -0.06
O 0.242 -1.000 0.499 -0.4733 2.2330 -1.4359 -0.11
C -0.496 -2.231 0.522 -0.8989 -1.2137 -1.6427 -0.06
H 1.508 0.744 1.753 0.2071 -0.6126 0.1555 0.09
H 2.473 1.233 0.207 -1.6444 -0.1072 1.1411 0.14
H 1.664 2.441 1.300 0.2438 -0.3620 -0.0849 0.11
H -0.445 1.858 0.928 1.2891 -0.8990 -2.0486 0.21
H 0.358 2.027 -0.655 -0.4810 -0.2721 1.0703 0.19
H 1.243 -0.247 -1.937 0.7092 0.6662 -0.4991 0.08
H -0.349 -0.829 -2.369 0.2848 0.4639 0.3801 0.11
H -0.223 0.896 -2.352 0.3598 1.1349 -0.9432 0.07
H -1.819 0.280 1.429 0.5337 0.7494 1.4117 0.09
H -3.287 -0.073 0.766 0.0104 -0.1365 -0.8436 0.12
H -2.700 1.550 0.321 0.3654 -0.6279 0.8638 0.13
H -1.197 -2.193 1.304 -0.7232 0.0238 1.3893 0.06
H 0.141 -3.116 0.650 0.4395 0.7888 0.2231 0.10
H -1.158 -2.565 -0.348 1.1699 1.3156 0.3535 0.13

=====

Entry 5:
22
Properties=species:S:1:pos:R:3:forces:R:3:lowdin_charge:R:1 method="wB97M-V/def2-TZVPD" homo_energy_ev=-14.0 charge=+1
C -3.329 -0.013 -0.273 -0.5591 0.2162 0.4388 -0.06
C -1.955 -0.244 0.329 0.4265 0.9351 -0.3249 -0.20
C -1.007 0.860 0.183 -1.7458 0.6042 0.5671 0.11
C 0.360 0.884 0.474 1.6191 -3.3154 -2.4790 -0.11
N 1.283 1.612 -0.241 0.6710 1.3048 1.0327 -0.06
C 1.574 0.333 -0.930 -0.2459 4.6599 -0.6615 0.06
H -3.734 0.962 -0.003 -0.0036 0.0460 -0.0012 0.08
H -4.039 -0.752 0.103 0.1415 -0.0086 -0.0463 0.09
H -3.340 -0.090 -1.362 0.2503 -0.0218 0.1063 0.09
H -1.458 -1.080 -0.195 -0.0770 -0.3862 0.4940 0.10
H -1.927 -0.544 1.402 -0.0320 -0.0198 -0.3476 0.18
H -1.388 1.870 -0.036 -0.1674 -0.3409 -0.4241 0.16
H 0.791 -0.026 0.927 -0.0867 0.5415 1.2407 0.13
H 0.929 2.407 -0.766 0.0881 -0.1571 -0.0421 0.15
H 2.668 0.342 -0.938 -0.1258 -1.7747 0.5072 0.12
H 1.200 0.489 -1.943 -0.8807 -1.2779 0.2476 0.13
H 3.492 -0.491 2.273 0.3144 0.5646 -0.1975 0.06
H 2.817 0.055 0.906 1.0375 0.5614 0.5052 -0.02
O 2.831 -0.604 1.593 -1.0886 -1.1030 -0.0273 -0.03
H 0.280 -1.174 -0.900 0.1259 -0.6706 -0.2644 -0.02
H 0.330 -2.712 -0.775 -0.0211 -0.0572 -0.0342 0.09
O -0.257 -1.979 -0.993 0.3596 -0.3005 -0.2894 -0.05

=====

Entry 6:
22
Properties=species:S:1:pos:R:3:forces:R:3:lowdin_charge:R:1 method="wB97M-V/def2-TZVPD" homo_energy_ev=-14.2 charge=+1
C 0.836 -2.393 0.107 2.5731 3.0060 -1.5849 -0.02
C -0.003 -1.068 -0.306 0.8668 -3.4251 -1.2349 -0.28
C -0.632 -0.597 1.001 1.2276 1.0275 0.6210 -0.17
C -1.307 0.762 1.090 -0.4202 1.7522 -0.8507 -0.11
C -2.000 1.134 -0.268 1.7664 -0.6935 3.1357 -0.17
O -1.354 1.170 -1.258 0.8977 0.4903 -2.5091 0.05
N 0.891 -0.048 -0.959 -0.0437 -0.6114 1.5092 0.19
H 2.014 -2.070 0.214 -3.0087 -1.1781 -0.0704 0.15
H 0.697 -3.229 -0.544 0.3737 -0.0909 -1.2115 0.06
H 0.445 -2.804 0.973 -0.3888 -0.2100 2.2591 0.04
H -0.664 -1.408 -1.209 0.5365 0.8812 2.1640 0.19
H 0.116 -0.632 1.832 0.0351 0.1754 -0.9273 0.15
H -1.245 -1.372 1.342 -1.4945 -1.2269 0.0380 0.11
H -0.545 1.543 1.376 -0.6412 -0.5565 -0.8064 0.13
H -2.046 0.884 1.878 -0.0759 -0.6372 0.1888 0.11
H -3.027 1.305 -0.319 -2.1878 0.4096 0.1937 0.11
H 1.305 0.618 -0.322 -0.1194 0.6740 0.7741 0.10
H 0.280 0.491 -1.514 -0.9831 1.1880 -0.8719 0.08
H 1.682 -0.271 -1.507 0.9060 -1.6075 -0.9352 0.16
H 0.770 2.782 -0.850 0.9030 0.2090 0.2878 0.09
H 2.286 2.820 -0.412 2.9519 2.3166 -0.5160 0.02
O 1.501 2.380 -0.343 -3.6743 -1.8928 0.3467 0.01

=====

Entry 7:
22
Properties=species:S:1:pos:R:3:forces:R:3:lowdin_charge:R:1 method="wB97M-V/def2-TZVPD" homo_energy_ev=-14.1 charge=+1
C -2.105 -1.572 0.847 -0.1385 -4.1284 3.1726 -0.15
C -1.842 -1.144 -0.529 -0.9561 0.4255 -2.7981 -0.22
C -1.145 0.212 -0.563 0.2059 -1.5333 -1.9255 -0.29
C -1.545 1.406 -0.959 1.1208 2.3186 0.2272 0.12
C 0.911 -0.600 0.468 0.7238 1.4139 -0.0938 0.20
N 0.281 0.060 -0.436 0.8156 -0.8988 1.0643 0.08
H -2.269 -0.882 1.653 -0.2483 1.1304 -0.2576 0.08
H -2.978 -2.289 0.935 0.7893 0.8542 -0.4131 0.11
H -1.292 -2.233 1.338 -0.8458 0.8513 -1.0935 0.09
H -1.315 -1.964 -1.173 -0.4951 1.6412 1.2913 0.16
H -2.822 -1.026 -1.087 0.9793 0.0835 0.7183 0.14
H -2.480 1.774 -1.293 -1.4040 -0.8635 0.0794 0.07
H -0.919 2.353 -0.943 0.0421 -1.7729 0.1124 0.10
H 1.950 -0.308 0.707 -0.0229 -0.7055 -0.9995 0.09
H 0.464 -1.278 1.157 -0.9035 -0.0830 0.3257 0.09
H 0.870 0.505 -1.155 -0.1594 0.8760 0.8153 0.13
H 4.407 -0.107 1.580 0.8403 -0.4104 0.1895 0.04
H 3.184 -0.193 2.584 1.0201 0.5230 -1.1163 0.09
O 3.521 0.186 1.729 -1.7210 -0.0851 1.0923 -0.06
H 1.264 2.432 -2.266 0.1134 0.2536 -0.1793 0.08
H 2.347 2.510 -1.212 2.4331 1.0637 0.4324 0.04
O 1.515 2.157 -1.381 -2.1890 -0.9543 -0.6441 0.00

=====

Entry 8:
23
Properties=species:S:1:pos:R:3:forces:R:3:lowdin_charge:R:1 method="wB97M-V/def2-TZVPD" homo_energy_ev=-8.2
C 2.907 -0.770 1.277 1.3294 -0.4244 -2.9013 -0.07
C -1.303 0.154 -1.788 -2.5002 3.7435 -1.9261 -0.07
C -2.483 0.199 1.006 1.2814 2.7180 0.6053 0.00
C 1.693 -1.101 0.356 1.5151 -2.4431 1.2686 -0.32
C -0.769 0.957 -0.690 2.4461 0.4687 -1.0082 -0.27
N -1.213 0.901 0.486 -2.3793 -1.3888 0.9544 -0.01
O 1.075 2.222 0.809 -0.3126 -0.0743 1.0421 -0.41
O 1.343 -0.184 -0.600 -0.2233 0.4121 -0.8512 -0.33
P 1.419 1.437 -0.402 -1.0248 0.4049 -1.7182 0.53
H 3.951 -0.835 0.832 -1.3406 -0.1721 0.2798 0.10
H 2.722 0.250 1.390 0.2094 1.8343 1.0631 0.01
H 2.902 -1.257 2.219 -0.2798 -0.6172 0.7092 0.06
H -1.055 0.657 -2.825 -0.5586 -0.9720 2.0072 0.12
H -2.427 0.087 -1.663 1.1929 -0.6333 -0.5676 0.09
H -0.742 -0.704 -1.730 0.7919 -2.4928 -0.0593 0.04
H -3.232 -0.125 0.325 -0.3047 0.5662 -1.3468 0.05
H -2.244 -0.722 1.464 0.6709 -0.6455 1.2701 0.06
H -2.878 1.015 1.658 -0.1213 -1.3410 -0.0672 0.10
H 0.972 -1.244 1.115 -1.8178 0.3998 0.7467 0.08
H 1.660 -2.099 -0.115 0.7110 0.3916 -0.1290 0.12
H 1.376 2.048 -1.664 -0.4548 -0.1926 -0.1630 0.01
H 2.773 1.399 -0.457 1.6521 0.1718 0.4402 0.00
H -0.559 1.347 1.146 -0.4825 0.2862 0.3510 0.10

=====

Which energy above the lowest of the compared OMol25 structures with the same formula, charge and spin belongs to each record? In order, 43.4, 32.9, 27.4, 80.4, 179.4, 53.4, 74.8, 68.7 kcal/mol.